Record 1
Density functional theory data (wB97M-V/def2-TZVPD) for a gas-phase ion, C15H20N3O3 (charge +1) in a non-equilibrium geometry.

Atoms and positions in Å:
C: 1.419 1.471 4.364
C: 0.686 0.510 4.147
C: -0.102 -0.686 3.533
C: -1.526 -0.311 2.932
C: -1.483 0.932 1.911
N: -0.565 0.666 0.738
N: 0.675 1.047 0.994
C: 1.462 0.823 -0.095
C: 1.136 0.262 -1.437
N: 2.019 0.093 -2.561
C: 3.399 0.608 -2.337
C: 1.462 0.972 -3.664
C: 1.241 2.545 -3.456
O: 1.231 0.451 -4.732
C: -0.300 -0.181 -1.618
C: -1.097 0.088 -0.383
C: -2.628 -0.353 -0.476
O: -2.917 -1.588 0.198
C: -2.243 -2.689 -0.384
C: -1.282 -3.513 0.592
O: -2.408 -3.028 -1.542
H: 2.110 2.356 4.445
H: 0.521 -1.284 2.786
H: -0.303 -1.414 4.392
H: -2.237 -0.036 3.785
H: -1.949 -1.250 2.470
H: -2.503 1.296 1.609
H: -1.056 1.781 2.548
H: 2.549 1.120 0.065
H: 3.894 0.777 -3.352
H: 3.368 1.628 -1.828
H: 4.076 -0.090 -1.765
H: 0.660 2.972 -4.337
H: 2.267 3.038 -3.375
H: 0.653 2.709 -2.497
H: -0.756 -0.658 -2.524
H: -2.906 -0.517 -1.574
H: -3.344 0.457 -0.123
H: -1.881 -3.779 1.527
H: -0.870 -4.437 0.100
H: -0.469 -2.789 0.924

Values from the calculation:
- Molar mass: 290.34 g mol⁻¹
- Charge: +1
- SMILES: C#CCCCn1nc/c(=[N+](\C)C(C)=O)cc1COC(C)=O
- Energy: -26479.785 eV
- E_HOMO: -12.801 eV

***

Record 2
Density functional theory data (wB97M-V/def2-TZVPD) for 4 unconnected molecules or ions with the total composition C30H81BFN4O6Si6 in a non-equilibrium geometry.

Atoms and positions in Å:
C: 2.495 -3.172 1.705
C: 1.914 -1.794 1.377
C: 2.517 -0.685 2.269
C: 1.543 -0.245 3.391
C: 3.108 0.477 1.474
O: 3.659 1.462 2.329
B: 3.003 2.696 2.406
O: 2.201 2.983 3.492
O: 3.073 3.595 1.367
C: 4.309 -0.036 0.653
N: 4.371 0.994 -0.432
C: 5.343 0.749 -1.493
C: 6.699 1.328 -1.104
C: 6.583 2.810 -0.754
F: 6.319 2.958 0.602
C: 3.045 1.116 -0.731
N: 2.517 1.307 -1.918
N: 2.308 1.051 0.397
C: 0.849 1.004 0.341
N: 0.285 2.294 -0.066
C: -0.439 2.985 1.020
H: 2.058 -3.571 2.617
H: 3.570 -3.121 1.873
H: 2.326 -3.889 0.908
H: 0.843 -1.857 1.546
H: 2.066 -1.605 0.316
H: 3.371 -1.111 2.789
H: 0.668 -0.889 3.393
H: 1.201 0.776 3.271
H: 2.003 -0.330 4.369
H: 2.723 2.981 4.296
H: 3.932 4.011 1.291
H: 4.093 -0.975 0.137
H: 5.228 -0.208 1.198
H: 5.042 1.244 -2.414
H: 5.406 -0.320 -1.707
H: 7.082 0.831 -0.217
H: 7.387 1.204 -1.934
H: 5.742 3.251 -1.291
H: 7.488 3.358 -0.993
H: 1.513 1.373 -2.002
H: 3.048 1.403 -2.762
H: 0.548 0.232 -0.363
H: 0.445 0.736 1.309
H: 1.054 2.910 -0.296
H: -0.351 4.053 0.843
H: -0.005 2.801 2.004
H: -1.496 2.748 0.984
O: -1.689 -1.006 -5.297
Si: -2.440 -2.403 -5.774
C: -4.247 -2.365 -5.298
C: -1.610 -3.839 -4.911
C: -2.310 -2.618 -7.618
Si: -1.404 -0.208 -3.897
C: -0.382 1.324 -4.215
C: -0.433 -1.317 -2.732
C: -3.002 0.289 -3.073
H: -4.376 -2.359 -4.214
H: -4.758 -3.246 -5.691
H: -4.739 -1.478 -5.702
H: -0.532 -3.833 -5.093
H: -2.012 -4.789 -5.267
H: -1.774 -3.783 -3.834
H: -1.268 -2.666 -7.943
H: -2.793 -1.796 -8.150
H: -2.800 -3.547 -7.912
H: 0.578 1.064 -4.673
H: -0.195 1.833 -3.263
H: -0.892 2.028 -4.872
H: -1.028 -2.174 -2.414
H: -0.143 -0.765 -1.835
H: 0.474 -1.693 -3.212
H: -3.572 -0.586 -2.757
H: -3.625 0.871 -3.754
H: -2.804 0.901 -2.189
O: -2.216 7.900 4.039
Si: -1.867 6.320 3.760
C: -2.807 5.711 2.259
C: -2.344 5.275 5.236
C: -0.037 6.114 3.451
Si: -3.514 8.866 4.371
C: -2.957 10.635 4.544
C: -4.325 8.324 5.966
C: -4.765 8.757 2.984
H: -3.883 5.704 2.444
H: -2.504 4.693 2.007
H: -2.618 6.349 1.394
H: -1.879 5.654 6.148
H: -2.021 4.241 5.093
H: -3.425 5.272 5.385
H: 0.548 6.441 4.313
H: 0.287 6.691 2.582
H: 0.196 5.062 3.267
H: -2.237 10.748 5.357
H: -3.818 11.269 4.764
H: -2.493 10.999 3.626
H: -4.772 7.332 5.870
H: -5.117 9.023 6.242
H: -3.600 8.293 6.782
H: -5.202 7.758 2.919
H: -4.302 8.987 2.022
H: -5.576 9.468 3.150
O: -1.166 -7.638 -0.958
Si: -0.823 -6.041 -0.817
C: 0.573 -5.569 -1.973
C: -0.314 -5.635 0.940
C: -2.319 -5.012 -1.244
Si: -0.435 -9.109 -0.776
C: -1.644 -10.470 -1.168
C: 0.162 -9.311 0.986
C: 1.029 -9.243 -1.933
H: 1.508 -6.052 -1.682
H: 0.730 -4.487 -1.959
H: 0.344 -5.865 -2.999
H: -1.071 -5.969 1.652
H: -0.186 -4.556 1.060
H: 0.630 -6.119 1.201
H: -3.155 -5.231 -0.577
H: -2.643 -5.198 -2.269
H: -2.075 -3.951 -1.147
H: -2.508 -10.439 -0.502
H: -1.156 -11.438 -1.045
H: -2.003 -10.400 -2.196
H: 0.961 -8.605 1.220
H: 0.551 -10.320 1.137
H: -0.653 -9.152 1.695
H: 1.815 -8.533 -1.667
H: 0.730 -9.047 -2.965
H: 1.454 -10.248 -1.888

Values from the calculation:
- Molar mass: 792.33 g mol⁻¹
- Charge: +1
- Energy: -101341.082 eV
- E_HOMO: -11.397 eV

***

Record 3
Density functional theory data (wB97M-V/def2-TZVPD) for a single C27H33FN2O3 molecule.

Atoms and positions in Å:
C: 1.184 -0.745 -7.514
C: 1.865 -1.217 -6.235
C: 0.879 -1.920 -5.306
C: 1.531 -2.535 -4.068
C: 2.252 -1.538 -3.158
C: 1.353 -0.393 -2.674
C: 0.023 -0.872 -2.121
O: -1.011 -0.718 -2.742
N: 0.011 -1.481 -0.904
C: -1.272 -1.985 -0.442
C: -2.154 -0.942 0.182
C: -1.769 0.151 0.824
C: -0.326 0.507 1.087
C: -0.072 1.875 1.690
C: 1.191 2.145 2.205
C: 1.511 3.378 2.742
C: 0.559 4.392 2.762
O: 0.753 5.640 3.265
C: 2.012 5.961 3.805
C: -0.701 4.138 2.219
C: -1.008 2.903 1.688
N: 0.260 -0.539 1.928
C: -0.091 -0.520 3.345
C: -1.536 -0.871 3.573
C: -2.454 0.103 3.945
C: -3.789 -0.216 4.121
C: -4.190 -1.523 3.916
F: -5.492 -1.841 4.078
C: -3.297 -2.515 3.553
C: -1.967 -2.180 3.388
C: 0.850 -1.651 1.446
O: 1.208 -2.568 2.165
C: 1.154 -1.717 -0.056
H: 0.373 -0.059 -7.279
H: 0.768 -1.589 -8.059
H: 1.892 -0.233 -8.162
H: 2.305 -0.354 -5.731
H: 2.677 -1.904 -6.489
H: 0.098 -1.224 -4.998
H: 0.391 -2.725 -5.862
H: 2.254 -3.292 -4.382
H: 0.754 -3.041 -3.489
H: 2.653 -2.086 -2.303
H: 3.101 -1.104 -3.690
H: 1.887 0.212 -1.937
H: 1.110 0.254 -3.518
H: -1.092 -2.795 0.272
H: -1.796 -2.397 -1.310
H: -3.211 -1.141 0.082
H: -2.522 0.798 1.243
H: 0.211 0.505 0.134
H: 1.945 1.370 2.193
H: 2.503 3.535 3.135
H: 2.256 5.324 4.661
H: 1.934 6.995 4.137
H: 2.804 5.881 3.054
H: -1.427 4.935 2.220
H: -1.985 2.758 1.256
H: 0.554 -1.259 3.828
H: 0.125 0.471 3.747
H: -2.124 1.120 4.096
H: -4.513 0.529 4.411
H: -3.646 -3.526 3.411
H: -1.248 -2.939 3.117
H: 1.557 -2.726 -0.224
H: 1.948 -0.996 -0.268

Values from the calculation:
- Molar mass: 452.57 g mol⁻¹
- Charge: 0
- SMILES: CCCCCCC(=O)N1C/C=C\[C@@H](c2ccc(OC)cc2)N(Cc2ccc(F)cc2)C(=O)C1
- Energy: -40374.976 eV
- E_HOMO: -8.641 eV

***

Record 4
Density functional theory data (wB97M-V/def2-TZVPD) for 2 unconnected molecules or ions with the total composition CH7N2O.

Atoms and positions in Å:
N: -0.115 0.265 0.293
C: 0.115 0.654 -0.923
N: 0.201 1.901 -1.335
H: -0.271 0.932 1.045
H: -0.057 -0.737 0.515
H: 0.228 -0.082 -1.702
H: 0.323 2.100 -2.314
H: 0.423 2.656 -0.703
H: -0.888 -2.374 2.162
H: 0.229 -3.092 1.447
O: -0.188 -2.222 1.516

Values from the calculation:
- Molar mass: 63.08 g mol⁻¹
- Charge: +1
- Energy: -6172.426 eV
- E_HOMO: -15.927 eV

***

Copy entry 1 word for word.
Density functional theory data (wB97M-V/def2-TZVPD) for a gas-phase ion, C15H20N3O3 (charge +1) in a non-equilibrium geometry.

Atoms and positions in Å:
C: 1.419 1.471 4.364
C: 0.686 0.510 4.147
C: -0.102 -0.686 3.533
C: -1.526 -0.311 2.932
C: -1.483 0.932 1.911
N: -0.565 0.666 0.738
N: 0.675 1.047 0.994
C: 1.462 0.823 -0.095
C: 1.136 0.262 -1.437
N: 2.019 0.093 -2.561
C: 3.399 0.608 -2.337
C: 1.462 0.972 -3.664
C: 1.241 2.545 -3.456
O: 1.231 0.451 -4.732
C: -0.300 -0.181 -1.618
C: -1.097 0.088 -0.383
C: -2.628 -0.353 -0.476
O: -2.917 -1.588 0.198
C: -2.243 -2.689 -0.384
C: -1.282 -3.513 0.592
O: -2.408 -3.028 -1.542
H: 2.110 2.356 4.445
H: 0.521 -1.284 2.786
H: -0.303 -1.414 4.392
H: -2.237 -0.036 3.785
H: -1.949 -1.250 2.470
H: -2.503 1.296 1.609
H: -1.056 1.781 2.548
H: 2.549 1.120 0.065
H: 3.894 0.777 -3.352
H: 3.368 1.628 -1.828
H: 4.076 -0.090 -1.765
H: 0.660 2.972 -4.337
H: 2.267 3.038 -3.375
H: 0.653 2.709 -2.497
H: -0.756 -0.658 -2.524
H: -2.906 -0.517 -1.574
H: -3.344 0.457 -0.123
H: -1.881 -3.779 1.527
H: -0.870 -4.437 0.100
H: -0.469 -2.789 0.924

Values from the calculation:
- Molar mass: 290.34 g mol⁻¹
- Charge: +1
- SMILES: C#CCCCn1nc/c(=[N+](\C)C(C)=O)cc1COC(C)=O
- Energy: -26479.785 eV
- E_HOMO: -12.801 eV

***

Repeat the third record exactly.
Density functional theory data (wB97M-V/def2-TZVPD) for a single C27H33FN2O3 molecule.

Atoms and positions in Å:
C: 1.184 -0.745 -7.514
C: 1.865 -1.217 -6.235
C: 0.879 -1.920 -5.306
C: 1.531 -2.535 -4.068
C: 2.252 -1.538 -3.158
C: 1.353 -0.393 -2.674
C: 0.023 -0.872 -2.121
O: -1.011 -0.718 -2.742
N: 0.011 -1.481 -0.904
C: -1.272 -1.985 -0.442
C: -2.154 -0.942 0.182
C: -1.769 0.151 0.824
C: -0.326 0.507 1.087
C: -0.072 1.875 1.690
C: 1.191 2.145 2.205
C: 1.511 3.378 2.742
C: 0.559 4.392 2.762
O: 0.753 5.640 3.265
C: 2.012 5.961 3.805
C: -0.701 4.138 2.219
C: -1.008 2.903 1.688
N: 0.260 -0.539 1.928
C: -0.091 -0.520 3.345
C: -1.536 -0.871 3.573
C: -2.454 0.103 3.945
C: -3.789 -0.216 4.121
C: -4.190 -1.523 3.916
F: -5.492 -1.841 4.078
C: -3.297 -2.515 3.553
C: -1.967 -2.180 3.388
C: 0.850 -1.651 1.446
O: 1.208 -2.568 2.165
C: 1.154 -1.717 -0.056
H: 0.373 -0.059 -7.279
H: 0.768 -1.589 -8.059
H: 1.892 -0.233 -8.162
H: 2.305 -0.354 -5.731
H: 2.677 -1.904 -6.489
H: 0.098 -1.224 -4.998
H: 0.391 -2.725 -5.862
H: 2.254 -3.292 -4.382
H: 0.754 -3.041 -3.489
H: 2.653 -2.086 -2.303
H: 3.101 -1.104 -3.690
H: 1.887 0.212 -1.937
H: 1.110 0.254 -3.518
H: -1.092 -2.795 0.272
H: -1.796 -2.397 -1.310
H: -3.211 -1.141 0.082
H: -2.522 0.798 1.243
H: 0.211 0.505 0.134
H: 1.945 1.370 2.193
H: 2.503 3.535 3.135
H: 2.256 5.324 4.661
H: 1.934 6.995 4.137
H: 2.804 5.881 3.054
H: -1.427 4.935 2.220
H: -1.985 2.758 1.256
H: 0.554 -1.259 3.828
H: 0.125 0.471 3.747
H: -2.124 1.120 4.096
H: -4.513 0.529 4.411
H: -3.646 -3.526 3.411
H: -1.248 -2.939 3.117
H: 1.557 -2.726 -0.224
H: 1.948 -0.996 -0.268

Values from the calculation:
- Molar mass: 452.57 g mol⁻¹
- Charge: 0
- SMILES: CCCCCCC(=O)N1C/C=C\[C@@H](c2ccc(OC)cc2)N(Cc2ccc(F)cc2)C(=O)C1
- Energy: -40374.976 eV
- E_HOMO: -8.641 eV

***

Q: Which of these has the lowest E_HOMO?
A: CH7N2O